Record 1
The following is a DFT calculation (ωB97M-V with the def2-TZVPD basis set) of the molecule C20H25NO4S2.

Geometry as ORCA input:
```
! wB97M-V def2-TZVPD RIJCOSX def2/J DEFGRID3
* xyz 0 1
C -5.58361 -3.94686 -0.42536
C -5.30919 -2.72320 -1.29062
C -5.18621 -1.45748 -0.44684
C -4.91614 -0.22724 -1.31458
O -4.81410 0.96366 -0.55898
C -3.70359 1.20365 0.18260
C -3.76207 2.33230 1.00563
C -2.69092 2.67696 1.80150
C -1.53360 1.91327 1.79196
C -1.45720 0.80947 0.95733
C -2.53719 0.44595 0.16000
H -2.44617 -0.43169 -0.46126
C -0.23730 -0.05892 0.98510
O -0.04588 -0.84268 1.89549
N 0.61748 0.06301 -0.06465
C 0.47683 1.08298 -1.09302
C 1.38203 2.24666 -0.84145
C 1.11130 3.37242 -0.12615
C 2.21336 4.25263 -0.04204
C 3.30692 3.78261 -0.69219
S 3.01691 2.25586 -1.42412
H 4.27233 4.23685 -0.79266
H 2.18759 5.19318 0.47765
H 0.15173 3.56849 0.31809
H 0.70332 0.62977 -2.06339
H -0.55711 1.43212 -1.09980
C 1.84221 -0.72513 -0.09834
C 1.60946 -2.22563 -0.09038
H 1.19434 -2.61230 -1.01451
H 1.03480 -2.54454 0.77327
S 3.32540 -2.81679 0.08392
O 3.40767 -3.96426 0.94113
O 3.90514 -2.93251 -1.22754
C 3.99915 -1.32046 0.90052
C 2.78202 -0.43967 1.08621
H 2.25966 -0.69418 2.00901
H 3.04732 0.61851 1.11667
H 4.47349 -1.61510 1.82956
H 4.72644 -0.89590 0.21462
H 2.36786 -0.47023 -1.02537
H -0.69862 2.16461 2.42770
H -2.75761 3.54409 2.44122
H -4.66968 2.91449 1.00558
H -4.02103 -0.37550 -1.93235
H -5.76377 -0.05148 -1.98302
H -4.38070 -1.57804 0.28073
H -6.11028 -1.29218 0.11063
H -4.38430 -2.87614 -1.85216
H -6.11790 -2.59836 -2.01411
H -5.66502 -4.83900 -1.04128
H -4.77892 -4.09587 0.29094
H -6.51320 -3.82324 0.12524
*
```

- SMILES = CCCCOc1cccc(C(=O)N(Cc2cccs2)[C@H]2CCS(=O)(=O)C2)c1
- molecular weight (g mol⁻¹) = 407.6
- LUMO level (eV) = 0.431
- gap between HOMO and LUMO (eV) = 9.3
- ΔE to the lowest compared entry with this formula, charge and spin (kcal per mole) = 1.79

=====

Record 2
The following is a DFT calculation (ωB97M-V with the def2-TZVPD basis set) of a structure of composition C20H26BrIrN4O6 at a distorted geometry.

Geometry as ORCA input:
```
! wB97M-V def2-TZVPD RIJCOSX def2/J DEFGRID3
* xyz 3 2
Ir 0.04032 0.39321 -0.31261
C -2.38755 -2.39421 0.64954
O -1.60501 -1.21171 0.91656
C -1.18825 -1.11771 2.28271
C 0.23490 -1.57383 2.36577
O 1.01320 -0.73321 1.46535
C 2.29148 -1.35009 1.17876
C 2.95936 -0.56470 0.09694
O 2.00885 -0.48275 -0.98517
C 2.59589 0.08297 -2.18634
H -3.21980 -2.42765 1.35189
H -1.79413 -3.30486 0.75355
H -2.78796 -2.30665 -0.35639
H -1.83280 -1.70764 2.93491
H -1.27286 -0.07288 2.57855
H 0.34640 -2.61520 2.05406
H 0.62826 -1.46910 3.37855
H 2.11499 -2.38104 0.86371
H 2.90475 -1.35753 2.08158
H 3.85964 -1.07740 -0.24493
H 3.23193 0.43793 0.41886
H 3.52768 -0.43983 -2.39211
H 2.78347 1.14729 -2.04659
H 1.90159 -0.08651 -3.00342
O -2.26815 0.44868 -7.49444
N -1.88423 1.24189 -6.67900
O -1.78044 2.43849 -6.82798
C -1.48217 0.68670 -5.34977
C -1.49300 -0.65816 -5.24798
C -1.12084 -1.30609 -4.02533
C -1.05605 -2.69904 -3.83643
C -0.62391 -3.19188 -2.62366
C -0.30740 -2.31163 -1.59226
N -0.41551 -0.99100 -1.74088
C -0.78181 -0.49602 -2.94986
C -0.73846 0.91007 -3.06846
N -0.30733 1.55908 -1.94630
C -0.25144 2.88904 -1.96649
C -0.58505 3.60806 -3.11043
C -1.00387 2.96750 -4.25114
C -1.08624 1.55534 -4.25801
H -1.77868 -1.24874 -6.10945
H -1.31949 -3.36973 -4.64565
H -0.53137 -4.25550 -2.45242
H 0.05487 -2.66888 -0.64095
H 0.04930 3.39587 -1.06764
H -0.52001 4.68684 -3.08077
H -1.27227 3.52949 -5.13148
Br -1.73336 1.69421 0.59297
C 2.97237 3.48432 0.86844
C 1.72990 2.68710 1.08301
N 1.05747 2.83356 2.19201
O 1.40498 1.86352 0.15012
H 2.92263 4.44623 1.37574
H 3.14815 3.63610 -0.19367
H 3.81815 2.92822 1.28227
H 1.36485 3.49919 2.88885
H 0.21562 2.30597 2.38003
*
```

- molecular weight (g mol⁻¹) = 690.6
- LUMO level (spin up / spin down) (eV) = -11.155 / -12.260
- gap between HOMO and LUMO (spin up / spin down) (eV) = 7.3 / 6.2
- ΔE to the lowest compared entry with this formula, charge and spin (kcal per mole) = 11.09